[1]
This record from the OMol25 dataset describes 2 unconnected molecules or ions with the total composition C13H16BrF13N2O4S3 in a non-equilibrium geometry. The level of theory is ωB97M-V/def2-TZVPD.

E_HOMO in eV: -7.4

Last column: natural (NBO) charge in e.
CARTESIAN COORDINATES (ANGSTROEM)
1 C 5.131 -1.486 0.562  -0.61
2 C 3.940 -0.552 0.926  -0.44
3 C 2.985 -0.424 -0.308  -0.22
4 Br 4.183 0.572 -1.560  0.01
5 C 1.706 0.310 0.058  -0.10
6 C 1.000 -0.501 1.219  -0.33
7 S 1.198 -2.334 1.196  0.01
8 C -0.539 -0.241 1.351  -0.07
9 N -1.058 -1.123 2.397  -0.81
10 C -1.230 -0.419 -0.054  -0.50
11 S -2.350 -1.827 -0.267  2.10
12 O -2.951 -1.692 -1.543  -0.87
13 O -1.644 -3.064 -0.235  -0.90
14 C -3.743 -1.973 0.944  0.41
15 F -4.628 -2.764 0.349  -0.29
16 F -3.422 -2.626 2.042  -0.28
17 C -4.496 -0.658 1.336  0.54
18 F -3.831 0.473 1.059  -0.31
19 F -4.659 -0.676 2.668  -0.30
20 C -5.940 -0.515 0.757  0.93
21 F -6.780 -1.324 1.332  -0.29
22 F -5.983 -0.568 -0.539  -0.28
23 F -6.333 0.718 1.103  -0.32
24 C -0.237 -0.479 -1.263  -0.32
25 N 0.678 0.691 -0.960  -0.59
26 S 1.082 1.637 -2.420  2.14
27 O -0.197 2.000 -2.905  -0.84
28 O 1.706 0.911 -3.451  -0.78
29 C 1.820 3.332 -2.098  0.44
30 F 1.410 4.053 -3.103  -0.25
31 F 3.135 3.407 -2.115  -0.28
32 C 1.306 4.045 -0.805  0.91
33 F 2.021 3.761 0.256  -0.30
34 F 1.453 5.340 -1.012  -0.29
35 F 0.025 3.864 -0.601  -0.30
36 H 4.815 -2.349 -0.028  0.21
37 H 5.975 -0.948 0.139  0.23
38 H 5.485 -1.897 1.516  0.22
39 H 3.465 -1.004 1.794  0.23
40 H 4.378 0.433 1.105  0.22
41 H 2.871 -1.373 -0.821  0.24
42 H 2.018 1.240 0.555  0.23
43 H 1.472 -0.164 2.146  0.24
44 H 1.432 -2.721 -0.075  0.14
45 H -0.666 0.805 1.693  0.18
46 H -0.574 -0.917 3.269  0.37
47 H -2.011 -0.812 2.587  0.36
48 H -1.793 0.506 -0.239  0.26
49 H -0.868 -0.362 -2.209  0.42
50 H 0.297 -1.420 -1.353  0.24
51 H 0.054 1.367 -0.496  0.46
52 F -1.106 -0.247 -3.897  -0.90

[2]
This record from the OMol25 dataset describes a molecular structure, C6H8S2 in a non-equilibrium geometry. The level of theory is ωB97M-V/def2-TZVPD.

Energy relative to the best compared isomer or geometry (same formula, charge and spin) in kcal/mol: 125.10
E_HOMO in eV: -8.9

Last column: natural (NBO) charge in e.
CARTESIAN COORDINATES (ANGSTROEM)
1 C -0.553 -0.570 -0.024  -0.14
2 C -0.414 0.497 -1.005  -0.45
3 C 1.178 0.747 -0.751  -0.38
4 C 1.098 0.077 0.806  -0.30
5 C -0.417 0.235 1.303  -0.43
6 C 0.732 -1.218 0.306  -0.07
7 H -2.923 -0.492 -0.521  0.14
8 H -0.612 0.080 -2.133  0.23
9 H -1.044 1.400 -0.848  0.23
10 H 1.888 0.192 -1.478  0.24
11 H 1.512 2.049 -1.051  0.22
12 H 1.924 0.471 1.754  0.25
13 H -0.916 1.186 1.506  0.23
14 H -0.659 -0.317 2.355  0.24
15 S -2.219 -1.686 -0.078  -0.09
16 S 1.425 -2.652 -0.141  0.09

[3]
This record from the OMol25 dataset describes 7 unconnected molecules or ions with the total composition C34H67FN7O8P in a non-equilibrium geometry. The level of theory is ωB97M-V/def2-TZVPD.

E_HOMO in eV: -7.6

Last column: Löwdin charge in e.
CARTESIAN COORDINATES (ANGSTROEM)
1 C 2.683 -0.290 0.171  -0.09
2 C 1.493 -0.555 -0.792  -0.24
3 C 1.743 -1.913 -1.477  -0.48
4 F 1.594 -2.884 -0.436  -0.11
5 P 0.497 -2.167 -2.840  1.02
6 C 1.239 -3.424 -4.026  -0.35
7 C 2.211 -4.359 -3.262  -0.27
8 C 2.535 -5.670 -4.004  -0.19
9 C 3.388 -6.526 -3.050  -0.30
10 O 3.757 -7.763 -3.640  -0.07
11 C -1.027 -2.893 -2.046  -0.35
12 C -2.077 -1.775 -1.885  -0.16
13 C -3.298 -2.341 -1.133  -0.43
14 O -3.117 -3.189 -0.273  0.07
15 N -4.596 -1.861 -1.461  0.12
16 C -5.507 -2.997 -1.394  -0.27
17 C -6.164 -3.297 -0.227  -0.03
18 C -6.987 -4.407 -0.202  -0.09
19 C -7.144 -5.183 -1.325  -0.11
20 C -6.505 -4.842 -2.497  -0.09
21 C -5.672 -3.740 -2.543  -0.02
22 H 2.616 -1.041 0.969  0.07
23 H 3.587 -0.536 -0.400  0.06
24 H 2.693 0.733 0.555  0.06
25 H 1.379 0.232 -1.539  0.10
26 H 0.571 -0.700 -0.212  0.10
27 H 2.783 -2.017 -1.828  0.07
28 H 0.436 -3.966 -4.541  0.07
29 H 1.763 -2.823 -4.777  0.06
30 H 1.725 -4.644 -2.322  0.10
31 H 3.152 -3.820 -3.110  0.10
32 H 3.082 -5.530 -4.944  0.12
33 H 1.623 -6.252 -4.192  0.12
34 H 4.266 -5.921 -2.758  0.12
35 H 2.790 -6.666 -2.135  0.12
36 H 4.119 -8.294 -2.922  0.08
37 H -0.754 -3.357 -1.095  0.08
38 H -1.387 -3.701 -2.697  0.09
39 H -2.323 -1.358 -2.866  0.09
40 H -1.625 -1.036 -1.210  0.11
41 H -4.570 -1.520 -2.429  0.07
42 H -6.001 -2.646 0.626  0.12
43 H -7.477 -4.654 0.736  0.11
44 H -7.789 -6.057 -1.308  0.10
45 H -6.666 -5.479 -3.363  0.10
46 H -5.184 -3.499 -3.483  0.12
47 C 4.944 2.988 3.904  -0.01
48 C 3.935 2.087 3.240  -0.57
49 O 2.959 2.528 2.646  0.01
50 N 4.134 0.748 3.315  0.02
51 C 5.217 0.037 3.966  -0.07
52 H 4.643 4.022 3.756  0.08
53 H 4.980 2.786 4.977  0.08
54 H 5.931 2.846 3.462  0.08
55 H 3.419 0.210 2.850  0.12
56 H 5.741 -0.570 3.225  0.08
57 H 4.803 -0.623 4.729  0.09
58 H 5.921 0.719 4.431  0.07
59 C -7.071 0.543 -2.524  0.01
60 C -6.111 0.389 -3.675  -0.50
61 O -5.435 -0.626 -3.826  -0.01
62 N -6.005 1.406 -4.558  0.03
63 C -6.711 2.673 -4.555  -0.06
64 H -7.038 -0.355 -1.912  0.07
65 H -6.788 1.395 -1.906  0.09
66 H -8.089 0.674 -2.895  0.09
67 H -5.345 1.229 -5.304  0.13
68 H -7.276 2.767 -5.483  0.09
69 H -5.983 3.485 -4.506  0.09
70 H -7.390 2.751 -3.713  0.07
71 C 5.884 0.495 -3.693  0.00
72 C 5.505 -0.690 -2.841  -0.53
73 O 4.344 -1.057 -2.721  0.01
74 N 6.500 -1.351 -2.198  0.01
75 C 7.924 -1.070 -2.215  -0.07
76 H 4.984 0.912 -4.135  0.08
77 H 6.360 1.264 -3.083  0.09
78 H 6.555 0.187 -4.495  0.09
79 H 6.173 -2.131 -1.648  0.14
80 H 8.455 -1.944 -2.597  0.08
81 H 8.260 -0.874 -1.196  0.08
82 H 8.154 -0.213 -2.838  0.07
83 C 1.485 2.902 5.443  0.00
84 C 2.040 2.818 6.843  -0.55
85 O 3.109 2.269 7.083  0.01
86 N 1.316 3.375 7.845  0.01
87 C 0.038 4.065 7.762  -0.07
88 H 2.171 2.417 4.762  0.04
89 H 0.522 2.393 5.385  0.09
90 H 1.378 3.945 5.141  0.09
91 H 1.748 3.281 8.750  0.13
92 H 0.157 5.077 8.144  0.06
93 H -0.687 3.539 8.386  0.09
94 H -0.330 4.106 6.742  0.07
95 C -4.004 -1.472 -6.271  -0.02
96 C -3.573 -0.520 -7.356  -0.55
97 O -4.359 0.252 -7.890  0.02
98 N -2.268 -0.538 -7.731  0.01
99 C -1.197 -1.373 -7.217  -0.08
100 H -5.062 -1.339 -6.082  0.07
101 H -3.833 -2.506 -6.580  0.09
102 H -3.460 -1.259 -5.352  0.07
103 H -2.051 0.124 -8.459  0.14
104 H -0.411 -0.736 -6.809  0.08
105 H -0.780 -1.962 -8.036  0.08
106 H -1.551 -2.042 -6.440  0.07
107 C 0.841 7.283 11.010  -0.01
108 C -0.317 7.571 10.085  -0.55
109 O -0.949 6.680 9.540  0.02
110 N -0.643 8.873 9.870  0.00
111 C -0.017 10.060 10.422  -0.08
112 H 0.976 6.208 11.079  0.08
113 H 1.759 7.725 10.620  0.09
114 H 0.636 7.672 12.008  0.08
115 H -1.424 8.991 9.244  0.14
116 H -0.761 10.628 10.982  0.08
117 H 0.353 10.681 9.604  0.08
118 H 0.808 9.808 11.079  0.07

[4]
This record from the OMol25 dataset describes 3 unconnected molecules or ions with the total composition C4H14O2 in a non-equilibrium geometry. The level of theory is ωB97M-V/def2-TZVPD.

Energy relative to the best compared isomer or geometry (same formula, charge and spin) in kcal/mol: 19.56
E_HOMO in eV: -11.4

Last column: natural (NBO) charge in e.
CARTESIAN COORDINATES (ANGSTROEM)
1 C -1.659 -0.812 -0.553  -0.63
2 C -0.891 0.524 -0.408  -0.40
3 C -0.660 0.809 1.053  -0.40
4 C -0.008 2.188 1.314  -0.62
5 H -2.717 -0.613 -0.737  0.21
6 H -1.602 -1.581 0.213  0.21
7 H -1.410 -1.319 -1.499  0.21
8 H -1.584 1.237 -0.854  0.21
9 H -0.017 0.550 -1.057  0.18
10 H -0.113 0.012 1.553  0.18
11 H -1.610 0.790 1.601  0.20
12 H -0.531 2.707 2.110  0.22
13 H 0.079 2.777 0.399  0.21
14 H 1.056 2.110 1.561  0.20
15 H 1.456 0.038 -1.967  0.46
16 H 2.416 1.188 -1.735  0.47
17 O 1.994 0.667 -2.446  -0.93
18 H 1.128 -2.991 0.300  0.46
19 H 0.428 -2.165 1.309  0.46
20 O 0.820 -3.034 1.188  -0.92

[5]
This record from the OMol25 dataset describes 4 unconnected molecules or ions with the total composition CH11N3O3 in a non-equilibrium geometry. The level of theory is ωB97M-V/def2-TZVPD.

Energy relative to the best compared isomer or geometry (same formula, charge and spin) in kcal/mol: 34.23
E_HOMO in eV: -8.8

Last column: natural (NBO) charge in e.
CARTESIAN COORDINATES (ANGSTROEM)
1 N -0.405 -1.162 -0.254  -0.88
2 C 0.960 -0.689 -0.345  0.58
3 N 1.704 -1.347 0.602  -0.84
4 N 1.418 0.186 -1.152  -0.79
5 H -0.900 -1.185 0.656  0.38
6 H -1.029 -0.721 -0.879  0.39
7 H 2.723 -1.254 0.842  0.41
8 H 1.306 -2.141 1.053  0.39
9 H 0.527 0.559 -1.781  0.34
10 H 0.470 4.093 -2.330  0.48
11 H 0.679 2.653 -1.679  0.50
12 O 0.244 3.559 -1.601  -0.96
13 H -1.086 -2.765 3.914  0.47
14 H -1.335 -2.182 5.402  0.48
15 O -0.866 -2.097 4.519  -0.95
16 H -1.659 1.127 -3.024  0.48
17 H -1.260 2.159 -1.928  0.50
18 O -1.492 1.209 -2.018  -0.97

[6]
This record from the OMol25 dataset describes a molecular structure, AlFHO2P in a non-equilibrium geometry. The level of theory is ωB97M-V/def2-TZVPD.

Energy relative to the best compared isomer or geometry (same formula, charge and spin) in kcal/mol: 0.00
E_HOMO in eV: -23.7
Total charge: +2

Last column: natural (NBO) charge in e.
CARTESIAN COORDINATES (ANGSTROEM)
1 P 1.556 0.832 -0.022  1.90
2 O 1.793 -0.740 -0.085  -0.89
3 O 0.074 0.945 0.334  -1.32
4 F -2.965 -0.109 -0.286  -0.68
5 Al -1.447 0.367 -0.054  2.47
6 H 0.988 -1.294 0.113  0.53

Gap between HOMO and LUMO across the listed records, respectively: 0.22702; 0.30317; 0.29450; 0.43834; 0.34501; 0.39589 Eh.